# 1
ORCA calculation (ωB97M-V/def2-TZVPD) on a structure of composition C54H79BrCdCl2N2O2P2S2Si.

Last column: Mulliken charge in e.
Geometry (Å):
Cd  0.261  -1.784  0.171  1.72
Br  -1.509  2.119  -0.558  0.20
Cl  1.124  -2.294  -5.535  -0.15
Cl  -2.390  -6.276  -4.418  -0.23
S  -0.759  -1.195  -2.081  -0.82
S  -2.056  -1.524  1.063  -0.51
P  1.894  2.087  3.315  0.70
P  3.357  -1.821  2.235  0.73
Si  -3.011  3.361  -1.665  -0.63
O  0.126  -4.158  -0.185  -1.00
O  1.871  -3.144  -1.134  -0.93
N  1.462  -0.606  3.913  0.21
N  0.142  -4.866  -4.092  0.09
C  -3.043  2.726  -3.491  3.36
C  -2.482  5.683  -0.066  -1.98
C  -0.830  5.249  -1.825  -1.58
C  4.429  -3.211  1.530  0.51
C  -5.285  1.733  -1.074  -2.41
C  3.579  -5.522  -2.986  -0.39
C  1.741  3.454  5.934  -1.45
C  -1.903  -4.896  -5.356  0.61
C  2.641  2.733  4.933  0.67
C  3.124  -3.897  5.850  -1.08
C  5.266  0.259  1.812  -1.85
C  2.091  -3.197  6.458  -0.81
C  4.814  -2.830  0.098  -1.25
C  1.129  -4.126  -0.932  1.53
C  -1.904  0.254  5.169  -0.99
C  0.669  4.780  2.718  -1.34
C  -2.372  -3.334  -7.095  -0.47
C  -1.926  1.619  4.929  -1.10
C  1.505  -5.484  -1.602  -2.01
C  0.332  0.076  4.244  -1.29
C  -3.164  -2.301  -2.868  -1.59
C  -1.771  3.144  -4.240  -2.31
C  -0.647  -4.324  -5.093  -1.18
C  -3.060  6.156  -2.444  -1.85
C  1.152  3.105  0.882  0.08
C  1.461  -2.149  5.820  -0.92
C  -2.761  -4.418  -6.326  -0.55
C  4.280  -5.439  -4.178  -0.98
C  -3.076  1.192  -3.523  -2.42
C  -0.307  -3.193  -5.863  1.34
C  1.516  -5.076  -4.120  0.42
C  -4.212  -2.615  -0.248  -1.47
C  4.662  -0.621  2.905  1.71
C  -0.809  -0.511  4.830  -0.15
C  3.585  -5.241  -5.359  -0.66
C  -4.259  3.264  -4.260  -1.89
C  3.612  -4.504  1.494  -1.17
C  -5.714  4.189  -1.051  -1.88
C  1.859  -1.742  4.521  0.09
C  3.894  3.556  4.632  -1.50
C  1.582  3.637  2.271  0.46
C  0.285  1.492  3.959  0.94
C  -2.332  5.180  -1.509  2.55
C  -1.153  -2.727  -6.859  -0.78
C  5.760  -1.215  3.780  -1.68
C  -4.684  3.101  -0.719  2.87
C  2.910  -2.501  3.883  0.72
C  -2.841  -1.997  -0.437  0.43
C  2.212  -5.074  -5.330  -0.45
C  -4.458  3.081  0.800  -2.10
C  2.199  -5.371  -2.928  0.77
C  -0.840  2.225  4.313  -0.54
C  -2.339  -1.855  -1.679  0.32
C  3.525  -3.535  4.567  -0.07
H  -2.036  4.980  0.640  0.14
H  0.886  2.836  6.203  0.28
H  -3.033  -2.950  -7.861  0.37
H  -5.388  5.169  -0.696  0.35
H  4.476  3.726  5.543  0.46
H  -5.900  4.261  -2.126  0.28
H  3.628  4.529  4.212  0.27
H  6.019  -0.281  1.233  0.48
H  -6.665  3.959  -0.558  0.51
H  2.961  1.793  5.401  0.23
H  5.358  -5.546  -4.185  0.37
H  -3.077  0.848  -4.564  0.64
H  5.340  -1.832  4.572  0.35
H  -4.989  -2.024  -0.747  0.24
H  -3.716  -4.900  -6.482  0.42
H  -3.392  -3.372  -2.813  0.39
H  -1.726  4.223  -4.403  0.43
H  -4.217  2.923  -5.300  0.52
H  0.713  5.595  1.987  0.44
H  5.459  -3.594  -0.350  0.39
H  -0.364  4.442  2.782  -0.06
H  -1.965  6.642  0.044  0.64
H  -4.098  4.037  1.179  0.29
H  4.486  0.609  1.135  0.37
H  0.588  -6.076  -1.641  0.48
H  -4.121  -1.766  -2.914  0.25
H  -5.575  1.670  -2.124  0.26
H  -2.766  -0.221  5.624  0.32
H  5.341  -1.876  0.056  0.19
H  -3.528  5.838  0.205  0.31
H  -0.263  4.585  -1.174  0.15
H  1.912  3.302  0.123  0.29
H  -0.329  -5.091  -3.230  0.26
H  -2.623  -2.110  -3.791  0.20
H  -0.606  4.985  -2.856  0.29
H  -2.204  0.752  -3.038  0.07
H  0.971  5.186  3.685  0.30
H  6.459  -1.823  3.199  0.30
H  0.981  2.025  0.901  0.09
H  4.174  -5.299  0.988  0.55
H  -2.703  7.176  -2.265  0.52
H  0.220  3.565  0.555  -1.18
H  4.037  0.018  3.533  -0.91
H  6.334  -0.407  4.248  0.46
H  2.687  -4.336  0.942  -0.12
H  -3.741  2.310  1.082  0.43
H  0.681  -1.596  6.328  0.49
H  -0.878  2.826  -3.698  0.35
H  -4.582  0.925  -0.854  0.52
H  -5.195  2.901  -3.831  0.30
H  4.528  3.032  3.912  0.25
H  5.330  -3.369  2.133  0.45
H  -5.404  2.856  1.305  0.53
H  2.304  3.676  6.848  0.49
H  -0.885  3.289  4.125  0.38
H  -1.752  2.656  -5.220  0.60
H  -6.184  1.564  -0.472  0.63
H  1.778  -3.474  7.460  0.34
H  3.342  -4.852  2.489  0.43
H  3.912  -2.745  -0.509  0.07
H  2.595  4.045  2.174  0.46
H  -0.472  6.271  -1.657  0.58
H  -4.141  6.146  -2.283  0.31
H  4.336  -4.094  4.111  0.30
H  3.622  -4.704  6.375  0.36
H  -2.789  2.211  5.214  0.41
H  -4.254  -3.629  -0.660  0.24
H  -4.290  4.357  -4.264  0.30
H  1.369  4.396  5.529  0.16
H  4.112  -5.698  -2.059  0.31
H  -4.442  -2.664  0.814  0.45
H  5.754  1.134  2.256  0.37
H  2.180  -5.975  -0.899  0.49
H  -2.871  5.917  -3.492  0.29
H  1.670  -4.921  -6.253  0.49
H  -3.963  0.784  -3.042  0.14
H  -0.828  -1.580  4.998  0.78
H  -0.849  -1.855  -7.422  0.40
H  4.109  -5.195  -6.306  0.37

Output
ΔE to the lowest compared entry with this formula, charge and spin (kcal per mole): 24.5
Kohn-Sham gap (eV): 5.004
HOMO energy (eV): -1.3095
Net charge: -2
DFT total energy (eV): -212138.5941



# 2
ORCA calculation (ωB97M-V/def2-TZVPD) on a structure of composition C17H37IN4O4SSi2 in a non-equilibrium geometry.

Last column: natural (NBO) charge in e.
Geometry (Å):
I  5.612  2.525  0.535  -0.21
S  5.650  -0.091  -2.130  1.53
Si  4.287  0.714  -0.596  1.50
Si  1.402  1.204  -0.861  1.66
O  -3.580  -1.217  2.264  -0.63
O  5.288  0.551  -3.527  -0.90
O  5.507  -1.620  -2.322  -0.91
O  3.003  1.492  -1.458  -1.22
N  -0.953  2.308  3.383  -0.86
N  -2.027  -1.672  -1.182  -0.43
N  3.117  -1.828  0.214  -0.64
N  -5.613  -0.166  1.923  -0.44
C  -0.975  1.150  -2.713  -0.41
C  7.451  0.340  -1.804  -0.86
C  -4.771  -1.256  1.984  0.53
C  0.568  3.004  1.354  -0.42
C  3.832  -0.594  0.716  -0.77
C  -2.248  0.856  -1.725  -0.42
C  -5.083  1.151  2.208  -0.42
C  -0.320  1.822  2.062  -0.23
C  0.407  0.360  -2.328  -0.91
C  -1.460  -2.943  -1.832  -0.12
C  4.040  -3.046  0.163  -0.45
C  -0.626  -2.676  0.770  -0.34
C  -0.566  -3.580  -0.600  -0.29
C  -2.905  -0.642  -1.861  -0.21
C  0.590  2.907  -0.316  -0.90
C  -7.014  -0.297  1.582  -0.40
C  -1.618  -1.452  0.280  -0.05
H  -5.277  -2.206  1.749  0.12
H  0.292  0.846  2.332  0.18
H  -1.941  1.161  -0.638  0.21
H  4.045  -3.384  -0.980  0.23
H  -1.227  1.462  1.401  0.18
H  -4.276  1.371  1.502  0.21
H  1.665  2.912  1.805  0.20
H  -3.066  -0.921  -2.997  0.22
H  5.168  -2.786  0.410  0.19
H  -1.651  -3.307  -2.928  0.25
H  -0.826  2.320  -2.755  0.21
H  -4.674  1.158  3.223  0.21
H  -5.865  1.910  2.120  0.21
H  1.256  0.321  0.277  -0.22
H  -0.520  3.016  -0.669  0.24
H  -7.617  0.081  2.414  0.20
H  -3.989  -0.571  -1.365  0.20
H  3.651  -3.966  0.772  0.20
H  0.077  -4.575  -0.705  0.23
H  -3.105  1.621  -2.050  0.21
H  -1.986  -0.525  0.917  0.26
H  8.168  -0.118  -2.637  0.28
H  -0.225  2.300  4.131  0.35
H  -0.118  -2.803  1.818  0.25
H  1.103  0.418  -3.297  0.25
H  -1.692  1.585  3.636  0.36
H  2.436  -2.073  0.995  0.37
H  -7.216  0.294  0.684  0.20
H  3.112  -0.075  1.514  0.26
H  -1.260  0.809  -3.819  0.21
H  7.856  -0.011  -0.756  0.25
H  7.571  1.522  -1.898  0.26
H  -7.278  -1.341  1.393  0.21
H  4.826  -0.840  1.330  0.23
H  0.063  4.036  1.669  0.23
H  0.285  -0.778  -2.086  0.27
H  1.239  3.834  -0.696  0.25

Output
Kohn-Sham gap (eV): 7.722
HOMO energy (eV): -7.5088
Net charge: 0
DFT total energy (eV): -67062.4973



# 3
ORCA calculation (ωB97M-V/def2-TZVPD) on a cluster of 2 separate species, C7H17NO in total in a non-equilibrium geometry.

Last column: natural (NBO) charge in e.
Geometry (Å):
O  -0.456  -2.999  -1.290  -0.59
N  0.251  -0.951  -0.575  -0.48
C  -0.782  -1.889  -0.922  0.69
C  -2.123  -1.306  -0.845  -0.73
C  0.222  0.465  -0.961  -0.22
C  0.428  0.563  -2.540  -0.64
C  1.648  -1.438  -0.451  -0.42
C  0.543  2.015  2.332  -0.61
C  -0.431  1.037  2.994  -0.62
H  -0.115  1.450  -2.937  0.21
H  0.109  2.996  2.000  0.20
H  -0.469  1.001  4.058  0.22
H  -0.566  1.186  -0.757  0.21
H  1.375  2.172  3.029  0.21
H  2.258  -1.757  -1.274  0.20
H  -0.027  -0.016  2.844  0.20
H  -2.363  -0.857  -1.805  0.24
H  1.603  -2.481  0.113  0.22
H  1.573  0.439  -2.669  0.22
H  -2.966  -1.975  -0.739  0.25
H  0.951  1.719  1.398  0.20
H  -0.140  -0.235  -3.033  0.21
H  1.096  0.895  -0.400  0.19
H  -1.375  1.044  2.459  0.21
H  -2.239  -0.453  -0.197  0.23
H  1.994  -0.625  0.167  0.20

Output
ΔE to the lowest compared entry with this formula, charge and spin (kcal per mole): 56.5
Kohn-Sham gap (eV): 9.719
HOMO energy (eV): -8.9110
Net charge: 0
Structure (SMILES): CCN(C)C(C)=O.CC
DFT total energy (eV): -11070.6890



# 4
ORCA calculation (ωB97M-V/def2-TZVPD) on a cluster of 2 separate species, C6H7N in total in a non-equilibrium geometry.

Last column: natural (NBO) charge in e.
Geometry (Å):
N  0.691  -1.417  -2.787  -0.47
C  0.466  -1.037  -1.713  0.10
C  -1.456  -0.887  0.381  -0.68
C  1.145  0.071  0.809  -0.48
C  -0.173  1.233  -0.268  -0.28
C  -0.178  -0.158  0.125  0.22
C  1.039  1.506  0.269  -0.07
H  -0.844  1.689  -1.045  0.23
H  1.628  2.481  0.436  0.23
H  1.240  0.026  1.916  0.22
H  2.007  -0.444  0.396  0.24
H  -2.293  -0.365  -0.098  0.24
H  -1.462  -1.963  0.129  0.26
H  -1.808  -0.736  1.450  0.24

Output
ΔE to the lowest compared entry with this formula, charge and spin (kcal per mole): 106.3
Kohn-Sham gap (eV): 9.602
HOMO energy (eV): -10.0198
Net charge: 0
DFT total energy (eV): -7821.0391



# 5
ORCA calculation (ωB97M-V/def2-TZVPD) on a cluster of 3 separate species, C3H11NO2 in total in a non-equilibrium geometry.

Last column: natural (NBO) charge in e.
Geometry (Å):
O  -1.924  1.028  -2.463  -0.95
O  2.173  0.888  2.265  -0.95
N  0.759  -0.315  -1.617  -0.85
C  -1.111  -0.378  1.559  -0.43
C  0.285  -0.975  -0.443  -0.27
C  -0.564  -0.049  0.381  -0.16
H  1.073  -1.441  0.199  0.18
H  1.572  0.173  2.537  0.48
H  1.204  -0.961  -2.255  0.37
H  -0.769  0.951  0.013  0.20
H  -1.236  1.580  -2.070  0.47
H  -0.911  -1.276  2.139  0.19
H  -1.535  0.161  -2.611  0.48
H  1.749  1.709  2.502  0.47
H  1.419  0.412  -1.366  0.36
H  -1.816  0.318  1.989  0.20
H  -0.368  -1.825  -0.761  0.20

Output
ΔE to the lowest compared entry with this formula, charge and spin (kcal per mole): 23.1
Kohn-Sham gap (eV): 10.277
HOMO energy (eV): -9.4423
Net charge: 0
Structure (SMILES): C=CCN.O.O
DFT total energy (eV): -8873.4897